[1]
114
Properties=species:S:1:pos:R:3:mulliken_charge:R:1 method="wB97M-V/def2-TZVPD" relative_energy_kj_mol=212.7 lumo_ev="1.97 / 1.97" total_charge=-1 energy_ha=-6323.6761 homo_energy_ha="-0.0601 / -0.1638" gap_ev="3.605 / 6.427" fmax_ha_per_bohr=0.01046 multiplicity=2
Sc -0.475 -0.969 0.209 -1.499
C 2.425 -0.539 -2.434 -1.169
C 2.790 -1.836 -1.708 0.476
C 4.253 -2.156 -2.018 -1.599
P 2.242 -1.644 0.058 1.470
C 2.838 -3.070 1.102 1.721
C 2.884 -2.607 2.562 -1.721
C 4.133 -3.805 0.758 -1.671
C 3.081 -0.183 0.694 -0.298
C 4.464 -0.101 0.823 -0.195
C 5.118 1.033 1.282 0.471
C 6.617 1.086 1.404 -1.540
C 4.306 2.116 1.601 -1.480
C 2.930 2.066 1.497 -0.766
C 2.242 0.904 1.063 0.031
N 0.866 0.818 0.962 0.781
C 0.215 2.061 1.167 -1.392
C 0.059 2.561 2.459 0.807
C -0.580 3.769 2.708 -1.254
C -1.092 4.522 1.663 0.197
C -1.807 5.826 1.902 -1.592
C -0.940 4.025 0.368 -0.533
C -0.309 2.815 0.091 -0.022
P -0.175 2.038 -1.578 1.305
C 0.967 3.198 -2.500 0.598
C 2.297 3.245 -1.747 -1.209
C 0.509 4.618 -2.820 -1.497
C -1.844 2.173 -2.400 1.784
C -1.624 1.817 -3.876 -1.694
C -2.765 3.385 -2.262 -1.737
H 2.489 -0.695 -3.512 0.684
H 3.130 0.246 -2.148 0.122
H 1.409 -0.210 -2.229 -0.329
H 2.149 -2.638 -2.094 0.554
H 4.910 -1.387 -1.608 0.204
H 4.384 -2.143 -3.103 0.484
H 4.585 -3.125 -1.658 0.343
H 2.032 -3.800 1.002 -0.367
H 2.928 -3.477 3.223 0.456
H 2.012 -2.018 2.838 0.181
H 3.769 -1.993 2.739 0.358
H 4.998 -3.143 0.703 0.213
H 4.054 -4.352 -0.180 0.411
H 4.333 -4.538 1.545 0.484
H 5.061 -0.966 0.551 0.337
H 6.998 0.295 2.055 0.332
H 6.938 2.041 1.823 0.380
H 7.107 0.971 0.433 0.314
H 4.765 3.040 1.943 0.269
H 2.375 2.957 1.750 0.337
H 0.469 1.981 3.280 0.518
H -0.681 4.124 3.728 0.266
H -1.759 6.113 2.953 0.413
H -2.862 5.757 1.623 0.291
H -1.368 6.633 1.312 0.329
H -1.333 4.614 -0.451 0.740
H 1.135 2.668 -3.444 0.679
H 2.195 3.821 -0.825 0.166
H 3.065 3.726 -2.360 0.590
H 2.651 2.252 -1.470 -0.133
H 0.273 5.170 -1.908 0.186
H -0.362 4.636 -3.473 0.258
H 1.313 5.161 -3.328 0.474
H -2.360 1.319 -1.947 -0.347
H -2.585 1.615 -4.356 0.444
H -1.005 0.923 -3.985 0.379
H -1.152 2.644 -4.415 0.250
H -2.321 4.299 -2.656 0.214
H -3.047 3.579 -1.225 0.372
H -3.684 3.201 -2.827 0.439
Br -4.746 -4.703 -0.582 -0.267
C -3.810 -4.019 -2.157 0.272
C -4.251 -4.509 -3.379 -0.976
C -3.550 -4.005 -4.507 -0.091
C -2.521 -3.127 -4.332 -1.582
C -2.153 -2.711 -3.019 -0.006
N -2.858 -3.181 -1.916 0.103
C -1.053 -1.809 -2.841 0.342
O -0.373 -1.356 -3.776 -0.898
O -0.808 -1.427 -1.571 1.779
H -5.060 -5.217 -3.449 0.405
H -3.834 -4.323 -5.504 0.389
H -1.959 -2.730 -5.166 0.395
B -0.722 -2.600 2.981 0.824
N -0.295 -3.652 1.929 0.071
C -0.218 -4.993 1.976 -0.553
C -0.173 -5.472 0.680 -1.549
C -0.252 -4.323 -0.121 -0.703
N -0.322 -3.246 0.646 1.336
N -2.208 -2.296 2.678 -0.347
C -3.365 -2.572 3.296 -0.467
C -4.401 -2.219 2.449 -1.419
C -3.760 -1.738 1.302 -0.853
N -2.443 -1.783 1.458 0.980
H -0.556 -2.982 4.111 -0.206
H -0.108 -1.563 2.731 -0.196
H -0.209 -5.506 2.923 0.466
H -0.114 -6.497 0.359 0.482
H -0.289 -4.218 -1.194 0.534
H -3.369 -3.014 4.279 0.505
H -5.458 -2.336 2.616 0.468
H -4.175 -1.398 0.366 0.735
O -1.939 0.598 0.380 -0.025
N -2.662 1.087 1.338 0.926
C -3.717 1.856 1.002 -0.416
C -4.530 2.389 1.973 -1.214
C -4.268 2.125 3.311 -0.623
C -3.179 1.335 3.628 -1.644
C -2.374 0.834 2.626 0.049
H -3.848 1.985 -0.062 0.672
H -5.368 3.000 1.670 0.487
H -4.905 2.526 4.086 0.454
H -2.928 1.098 4.652 0.536
H -1.502 0.223 2.799 0.761

[2]
118
Properties=species:S:1:pos:R:3:mulliken_charge:R:1 method="wB97M-V/def2-TZVPD" lumo_ev="-2.05 / -2.05" energy_ha=-6148.9227 homo_energy_ha="-0.2727 / -0.2728" gap_ev="5.369 / 5.371" fmax_ha_per_bohr=0.04282 multiplicity=7
Tb -0.236 0.440 -0.157 -0.968
O 0.100 4.576 -7.176 -0.625
N -0.462 3.606 -6.698 1.015
O -1.314 2.958 -7.284 -0.614
C -0.097 3.241 -5.358 -0.375
C 0.595 4.182 -4.637 -0.709
C 0.953 3.971 -3.291 1.519
C 1.622 4.947 -2.528 -0.791
C 1.922 4.678 -1.216 -1.147
C 1.525 3.455 -0.676 -0.234
N 0.880 2.519 -1.354 0.634
C 0.606 2.751 -2.657 -1.277
C -0.071 1.733 -3.422 0.144
N -0.347 0.568 -2.799 0.920
C -0.921 -0.407 -3.494 -0.572
C -1.283 -0.279 -4.827 -1.531
C -1.050 0.917 -5.471 -0.861
C -0.428 1.969 -4.779 0.988
H 0.861 5.112 -5.117 0.575
H 1.876 5.892 -2.982 0.478
H 2.436 5.396 -0.598 0.458
H 1.742 3.232 0.361 0.398
H -1.100 -1.335 -2.963 0.808
H -1.735 -1.107 -5.347 0.502
H -1.342 1.044 -6.500 0.585
N 1.141 -3.229 0.686 0.054
C 0.461 -2.290 1.399 0.600
O -0.317 -1.491 0.787 0.042
C 0.710 -2.227 2.788 0.937
C -0.188 -1.544 3.590 -0.245
N -1.009 -1.055 4.240 -0.803
C 1.692 -3.002 3.405 -1.109
N 2.502 -3.623 3.939 -0.646
H 0.809 -3.428 -0.243 0.303
H 1.578 -3.986 1.187 0.180
C -1.152 -7.430 3.884 -0.841
C -2.458 -7.901 4.519 -0.616
C -3.157 -6.799 5.328 -0.398
C -4.257 -6.062 4.552 -1.036
N -3.773 -5.333 3.396 -0.096
C -3.043 -4.190 3.360 0.161
S -1.939 -4.053 2.103 -0.350
N -3.209 -3.168 4.201 0.601
C -4.289 -2.969 5.143 -0.720
C -4.523 -1.486 5.437 -0.436
C -3.491 -0.859 6.375 0.199
C -3.504 -1.465 7.774 -1.468
H -0.744 -8.200 3.232 0.379
H -0.416 -7.210 4.654 0.315
H -1.297 -6.530 3.294 0.062
H -2.238 -8.747 5.174 0.327
H -3.133 -8.272 3.745 0.318
H -2.414 -6.075 5.669 0.261
H -3.629 -7.232 6.212 0.444
H -4.771 -5.387 5.233 0.256
H -4.987 -6.785 4.175 0.520
H -3.500 -5.948 2.639 0.418
H -2.530 -2.409 4.119 -0.477
H -4.072 -3.493 6.082 0.264
H -5.203 -3.382 4.703 0.554
H -5.519 -1.392 5.883 0.515
H -4.533 -0.941 4.491 -0.350
H -3.716 0.208 6.443 0.500
H -2.497 -0.951 5.938 -0.079
H -4.517 -1.518 8.168 0.299
H -2.906 -0.857 8.445 0.428
H -3.086 -2.468 7.777 0.325
Cl 1.886 1.060 1.949 -0.164
C 2.734 -0.060 0.913 1.359
C 2.085 -0.299 -0.297 -1.550
C 2.647 -1.338 -1.037 1.206
Cl 1.755 -1.805 -2.444 -0.207
C 3.765 -2.065 -0.651 -0.552
Cl 4.341 -3.398 -1.575 -0.177
C 4.404 -1.723 0.540 0.908
Cl 5.797 -2.582 1.050 -0.196
C 3.879 -0.712 1.347 -0.585
Cl 4.623 -0.329 2.848 -0.183
C -4.949 3.398 -0.999 -1.809
C -3.595 2.764 -1.315 2.872
C -3.701 2.035 -2.658 -2.487
C -2.595 3.906 -1.523 -2.205
Si -2.902 1.494 0.076 0.540
C -3.978 -0.205 0.019 2.658
C -3.412 -1.078 -1.111 -1.006
C -5.483 -0.040 -0.194 -2.042
C -3.768 -1.004 1.306 -1.924
C -3.019 2.333 1.894 2.829
C -2.174 1.516 2.878 -1.188
C -4.429 2.458 2.468 -1.809
C -2.382 3.725 1.862 -2.188
H -5.272 4.028 -1.830 0.532
H -4.883 4.029 -0.118 0.355
H -5.716 2.650 -0.832 0.321
H -3.929 2.742 -3.457 0.644
H -4.485 1.285 -2.653 0.296
H -2.757 1.549 -2.896 0.547
H -1.587 3.523 -1.674 0.402
H -2.878 4.484 -2.404 0.566
H -2.580 4.580 -0.674 0.304
H -3.572 -0.627 -2.087 0.412
H -3.899 -2.055 -1.105 0.652
H -2.332 -1.245 -0.962 -0.393
H -5.696 0.435 -1.147 0.454
H -5.926 0.554 0.600 0.329
H -5.966 -1.018 -0.188 0.491
H -4.263 -0.531 2.150 -0.139
H -4.194 -2.003 1.189 0.872
H -2.707 -1.124 1.534 -0.227
H -2.627 0.562 3.118 -0.342
H -2.061 2.065 3.813 0.883
H -1.164 1.320 2.481 -0.200
H -4.918 1.491 2.537 0.181
H -5.051 3.105 1.857 0.269
H -4.381 2.884 3.471 0.536
H -1.402 3.692 1.376 0.241
H -2.245 4.087 2.881 0.605
H -3.010 4.439 1.340 0.395

[3]
117
Properties=species:S:1:pos:R:3:mulliken_charge:R:1 method="wB97M-V/def2-TZVPD" relative_energy_kj_mol=21.7 lumo_ev="3.71 / 3.71" total_charge=-2 energy_ha=-3800.1626 homo_energy_ha="-0.0766 / -0.1178" gap_ev="5.796 / 6.915" fmax_ha_per_bohr=0.01925 multiplicity=2
Rb -0.921 -0.271 -1.363 1.504
O -1.288 0.051 -4.237 -0.372
C -1.340 -0.991 -5.182 -0.734
C -0.374 -2.126 -4.848 -0.510
N -0.537 -2.647 -3.505 0.971
C -1.805 -3.324 -3.294 -0.685
C -3.078 -2.443 -3.115 0.055
O -4.143 -2.950 -3.502 -0.912
O -2.920 -1.325 -2.552 -0.687
C 0.571 -3.509 -3.126 -1.073
C 0.853 -3.552 -1.593 0.347
O 1.302 -4.620 -1.132 -0.909
O 0.704 -2.461 -0.990 0.058
H -1.898 -0.254 -3.530 0.204
H -1.057 -0.580 -6.158 0.438
H -2.362 -1.377 -5.273 0.298
H 0.643 -1.732 -4.927 0.195
H -0.485 -2.918 -5.620 0.232
H -1.719 -3.889 -2.362 0.467
H -1.989 -4.054 -4.102 0.143
H 1.489 -3.110 -3.573 0.345
H 0.452 -4.537 -3.507 0.147
O -2.714 -3.012 0.052 -0.278
C -3.647 -2.581 0.572 0.502
C -4.671 -2.155 1.338 0.545
C -5.587 -3.122 1.887 -1.259
C -6.661 -2.696 2.616 -0.339
C -6.895 -1.331 2.842 -0.971
C -6.010 -0.390 2.320 -0.372
C -4.901 -0.750 1.580 -0.125
P -3.705 0.394 0.822 0.744
C -2.530 0.701 2.194 0.243
C -2.422 -0.109 3.322 -0.676
C -1.415 0.115 4.251 -0.832
C -0.516 1.154 4.071 -0.319
C -0.625 1.970 2.953 -0.189
C -1.616 1.739 2.016 -0.198
C -4.671 1.945 0.778 0.051
C -4.778 2.832 1.846 -0.135
C -5.541 3.982 1.729 -0.718
C -6.203 4.258 0.542 -0.423
C -6.093 3.386 -0.530 -0.553
C -5.325 2.238 -0.417 -0.519
H -5.421 -4.174 1.700 0.473
H -7.346 -3.433 3.019 0.362
H -7.757 -1.010 3.411 0.421
H -6.193 0.662 2.493 0.403
H -3.122 -0.922 3.473 0.444
H -1.330 -0.534 5.115 0.355
H 0.275 1.323 4.793 0.328
H 0.076 2.781 2.791 0.218
H -1.668 2.363 1.133 0.283
H -4.250 2.625 2.769 0.414
H -5.607 4.672 2.563 0.395
H -6.786 5.166 0.446 0.351
H -6.578 3.616 -1.470 0.377
H -5.202 1.574 -1.264 0.361
O 0.907 0.203 0.376 -0.238
P 2.343 -0.120 0.225 -0.058
C 3.300 1.267 0.992 0.874
C 2.727 2.605 0.491 -0.881
C 2.968 3.755 1.482 -0.724
C 4.217 3.497 2.315 -0.809
C 3.980 2.284 3.221 -0.954
C 3.155 1.193 2.513 0.343
C 2.914 -0.349 -1.508 0.814
C 4.448 -0.368 -1.662 -0.968
C 4.965 0.923 -2.287 -0.485
C 4.420 1.100 -3.711 -1.097
C 2.995 0.537 -3.843 -1.173
C 2.251 0.601 -2.513 1.083
C 2.801 -1.704 1.043 0.378
C 4.257 -1.882 1.523 -0.806
C 4.322 -2.818 2.735 -0.906
C 3.398 -4.012 2.512 -0.825
C 1.922 -3.569 2.427 -0.724
C 1.787 -2.075 2.127 -0.933
H 4.361 1.188 0.724 0.863
H 1.656 2.488 0.316 -0.098
H 3.176 2.858 -0.473 0.268
H 2.110 3.858 2.152 0.098
H 3.044 4.698 0.936 0.550
H 4.485 4.370 2.916 0.488
H 5.061 3.308 1.643 0.298
H 3.441 2.610 4.115 0.366
H 4.937 1.878 3.564 0.350
H 2.091 1.298 2.745 -0.639
H 3.454 0.213 2.886 -0.160
H 2.525 -1.348 -1.725 -0.364
H 4.734 -1.209 -2.302 0.496
H 4.939 -0.543 -0.702 0.383
H 6.059 0.932 -2.296 0.569
H 4.655 1.767 -1.666 -0.039
H 5.083 0.597 -4.422 0.386
H 4.427 2.161 -3.971 0.348
H 3.033 -0.509 -4.167 0.328
H 2.437 1.081 -4.607 0.495
H 1.212 0.314 -2.672 -0.814
H 2.226 1.633 -2.157 -0.237
H 2.602 -2.424 0.242 0.674
H 4.738 -0.929 1.768 0.288
H 4.844 -2.327 0.714 0.398
H 4.016 -2.283 3.640 0.324
H 5.355 -3.143 2.898 0.517
H 3.533 -4.752 3.307 0.488
H 3.683 -4.502 1.576 0.345
H 1.400 -3.801 3.361 0.490
H 1.429 -4.116 1.621 0.169
H 1.930 -1.471 3.028 0.399
H 0.787 -1.858 1.751 -0.075
F -2.069 2.027 -1.344 -0.420
Sb -1.466 3.750 -1.944 2.524
F 0.229 2.970 -2.332 -0.443
F -2.063 3.413 -3.703 -0.588
F -0.820 5.462 -2.479 -0.563
F -3.149 4.509 -1.498 -0.591
F -0.864 4.107 -0.163 -0.667